Density functional theory data (ωB97M-V/def2-TZVPD) for a cluster of 2 separate species, C5H10BrNO2 in total at a distorted geometry.

The geometry in ORCA input format:
```
! RIJCOSX wB97M-V def2-TZVPD def2/J DEFGRID3
* xyz 0 1
C 0.376 1.793 -1.026
C 2.113 0.084 -0.978
C -1.234 -2.765 1.429
C 1.532 1.068 -0.379
C -0.921 -2.189 0.005
N -1.410 -1.265 -0.699
O -2.401 -0.637 0.036
O -1.234 -0.953 -1.862
Br 0.352 -3.255 -1.053
H 0.189 1.260 -1.876
H 0.636 2.812 -1.226
H -0.533 1.633 -0.415
H -2.832 0.044 -0.543
H 1.829 -0.130 -1.981
H 2.812 -0.466 -0.378
H -0.213 -2.525 1.974
H -2.151 -2.170 1.848
H -1.438 -3.776 1.291
H 1.928 1.624 0.471
*
```

Properties
Highest occupied orbital energy = -9.0011 eV
F_max = 5.069 eV Å⁻¹
Energy above the lowest of the compared OMol25 structures with the same formula, charge and spin = 99.63 kcal/mol
SMILES = C/C(Br)=[N+](/[O-])O.C=CC
Orbital gap = 9.63 eV

***

Density functional theory data (ωB97M-V/def2-TZVPD) for a structure of composition C52H61N2O2P3STi at a distorted geometry.

The geometry in ORCA input format:
```
! RIJCOSX wB97M-V def2-TZVPD def2/J DEFGRID3
* xyz 1 2
Ti 0.490 -0.961 0.214
C -0.516 5.055 3.922
C -0.733 4.463 2.517
C -1.383 5.501 1.586
C -1.651 3.265 2.628
C -2.876 3.388 3.276
C -3.721 2.308 3.444
C -3.362 1.079 2.930
C -2.168 0.935 2.235
P -1.702 -0.710 1.579
C -3.282 -1.287 0.875
C -4.281 -0.417 0.449
C -5.498 -0.918 0.021
C -5.729 -2.284 0.015
C -4.719 -3.157 0.389
C -3.493 -2.664 0.797
C -1.746 -1.540 3.224
C -2.823 -2.254 3.736
C -2.781 -2.746 5.030
C -1.680 -2.516 5.836
C -0.607 -1.792 5.340
C -0.644 -1.315 4.044
C -1.302 2.024 2.103
O -0.104 1.773 1.458
C 0.854 2.766 1.473
C 2.126 2.415 1.003
C 3.157 3.347 1.048
C 2.914 4.634 1.477
C 1.647 4.979 1.907
C 0.610 4.054 1.946
P 2.501 0.701 0.455
C 3.584 0.352 1.898
C 2.912 0.087 3.088
C 3.604 -0.070 4.273
C 4.986 0.029 4.280
C 5.662 0.293 3.101
C 4.970 0.465 1.915
C 3.706 1.027 -0.892
C 4.701 0.097 -1.192
C 5.581 0.318 -2.236
C 5.468 1.458 -3.014
C 4.474 2.380 -2.735
C 3.597 2.167 -1.685
H -1.459 5.352 4.370
H 0.119 5.935 3.884
H -0.045 4.316 4.567
H -2.346 5.816 1.978
H -1.537 5.074 0.595
H -0.750 6.379 1.489
H -3.177 4.345 3.670
H -4.650 2.421 3.980
H -3.998 0.218 3.063
H -4.113 0.651 0.467
H -6.272 -0.237 -0.302
H -6.692 -2.666 -0.286
H -4.893 -4.222 0.366
H -2.693 -3.340 1.077
H -3.704 -2.434 3.140
H -3.622 -3.306 5.410
H -1.661 -2.894 6.847
H 0.253 -1.599 5.965
H 0.191 -0.751 3.648
H 4.150 3.055 0.741
H 3.710 5.361 1.488
H 1.471 5.991 2.234
H 1.827 0.031 3.074
H 3.072 -0.257 5.194
H 5.533 -0.093 5.202
H 6.738 0.383 3.101
H 5.515 0.692 1.012
H 4.793 -0.803 -0.601
H 6.361 -0.398 -2.442
H 6.154 1.628 -3.828
H 4.381 3.273 -3.334
H 2.831 2.900 -1.474
O 2.822 -2.028 -0.209
H 2.800 -2.531 0.623
H 3.087 -2.649 -0.900
S -0.344 -5.017 1.564
C 0.263 -3.570 1.448
N 0.745 -2.482 1.408
C 1.317 -3.535 -2.694
C 0.107 -3.119 -3.535
C 0.456 -3.065 -5.020
C -0.950 -4.203 -3.313
P -0.570 -1.474 -2.775
N -0.467 -1.491 -1.223
C 0.445 0.029 -3.459
C 1.916 -0.359 -3.317
C 0.218 1.205 -2.501
C 0.168 0.460 -4.896
C -2.411 -1.243 -3.285
C -2.806 0.152 -2.794
C -2.747 -1.390 -4.765
C -3.222 -2.248 -2.465
H 1.528 -4.592 -2.858
H 1.067 -3.391 -1.636
H 2.212 -2.975 -2.955
H 0.668 -4.077 -5.369
H 1.338 -2.462 -5.220
H -0.374 -2.679 -5.604
H -0.511 -5.180 -3.515
H -1.800 -4.090 -3.977
H -1.285 -4.195 -2.277
H 2.101 -0.713 -2.298
H 2.549 0.509 -3.503
H 2.204 -1.122 -4.031
H 0.181 0.835 -1.454
H -0.699 1.748 -2.711
H 1.041 1.913 -2.596
H 0.271 -0.367 -5.593
H 0.890 1.227 -5.178
H -0.822 0.892 -5.008
H -2.425 0.934 -3.446
H -2.439 0.298 -1.775
H -3.892 0.242 -2.781
H -2.212 -0.680 -5.386
H -3.814 -1.206 -4.893
H -2.542 -2.394 -5.127
H -2.706 -2.454 -1.528
H -3.391 -3.179 -2.995
H -4.198 -1.833 -2.225
*
```

Properties
Highest occupied orbital energy (spin up / spin down) = -9.8045 / -10.7725 eV
F_max = 2.878 eV Å⁻¹
Energy above the lowest of the compared OMol25 structures with the same formula, charge and spin = 29.31 kcal/mol
Orbital gap (spin up / spin down) = 7.56 / 8.63 eV

***

Density functional theory data (ωB97M-V/def2-TZVPD) for a cluster of 11 separate species, C41H107N3O14 in total at a distorted geometry.

The geometry in ORCA input format:
```
! RIJCOSX wB97M-V def2-TZVPD def2/J DEFGRID3
* xyz -1 2
C 11.728 -20.800 10.438
C 10.941 -21.992 9.816
O 11.587 -22.237 8.554
H 12.803 -20.983 10.444
H 11.420 -20.456 11.426
H 11.645 -19.978 9.727
H 9.941 -21.625 9.586
H 10.966 -22.879 10.448
H 11.176 -22.976 8.100
C 17.329 -17.441 15.164
O 16.890 -16.311 14.491
C 16.985 -16.411 13.109
C 18.428 -16.238 12.556
N 18.971 -14.901 12.731
C 20.249 -14.655 12.078
C 20.943 -13.377 12.590
O 21.615 -13.636 13.802
C 22.127 -12.509 14.459
H 16.912 -17.419 16.171
H 18.411 -17.565 15.122
H 16.903 -18.346 14.729
H 16.402 -15.561 12.754
H 16.603 -17.350 12.709
H 18.332 -16.615 11.539
H 19.062 -16.900 13.146
H 19.195 -14.783 13.708
H 20.118 -14.687 10.996
H 20.915 -15.493 12.280
H 20.239 -12.558 12.734
H 21.709 -13.141 11.850
H 21.423 -11.686 14.582
H 23.000 -12.112 13.942
H 22.454 -12.876 15.432
C 14.356 -27.446 9.175
O 14.150 -27.188 7.797
C 14.901 -26.056 7.284
C 14.795 -25.918 5.728
N 15.174 -27.156 5.057
C 16.615 -27.296 5.044
C 17.072 -28.583 4.316
O 16.645 -29.705 5.043
C 16.741 -30.908 4.327
H 14.119 -26.615 9.840
H 15.334 -27.884 9.371
H 13.653 -28.212 9.503
H 15.962 -26.182 7.497
H 14.636 -25.106 7.746
H 15.382 -25.031 5.491
H 13.773 -25.671 5.443
H 14.882 -27.993 5.541
H 17.043 -27.235 6.044
H 16.989 -26.383 4.581
H 18.141 -28.621 4.107
H 16.588 -28.558 3.339
H 17.672 -30.828 3.765
H 15.916 -31.067 3.632
H 16.781 -31.754 5.012
C 16.156 -18.432 9.001
O 15.588 -17.882 7.797
C 15.031 -18.763 6.844
C 14.224 -17.995 5.796
N 15.045 -17.200 4.849
C 14.283 -16.130 4.182
C 13.231 -16.698 3.244
O 12.685 -15.602 2.516
C 11.754 -16.020 1.568
H 15.496 -18.750 9.808
H 16.599 -17.577 9.512
H 16.918 -19.179 8.776
H 14.422 -19.529 7.323
H 15.860 -19.304 6.388
H 13.564 -17.328 6.350
H 13.489 -18.597 5.262
H 15.880 -16.797 5.250
H 14.954 -15.477 3.625
H 13.786 -15.447 4.871
H 12.452 -17.241 3.779
H 13.632 -17.448 2.562
H 12.057 -16.682 0.757
H 11.269 -15.123 1.182
H 10.955 -16.589 2.044
C 17.614 -25.798 10.544
C 18.815 -26.592 10.007
C 18.782 -28.068 10.099
O 18.842 -26.293 8.639
H 17.690 -24.721 10.395
H 17.594 -25.938 11.625
H 16.714 -26.244 10.119
H 19.735 -26.221 10.459
H 19.745 -28.547 9.923
H 18.060 -28.551 9.440
H 18.555 -28.262 11.147
H 19.590 -26.753 8.250
C 15.128 -23.083 10.460
C 15.720 -21.698 10.351
C 15.735 -20.880 11.623
O 17.081 -21.749 10.053
H 14.075 -22.904 10.679
H 15.591 -23.690 11.238
H 15.239 -23.649 9.536
H 15.181 -21.102 9.615
H 14.740 -20.694 12.027
H 16.243 -19.931 11.447
H 16.223 -21.348 12.478
H 17.183 -22.140 9.182
C 10.664 -17.961 13.883
C 11.567 -16.966 13.165
C 13.038 -17.358 13.253
O 11.100 -16.962 11.850
H 10.888 -17.979 14.949
H 10.775 -18.966 13.474
H 9.607 -17.713 13.783
H 11.325 -16.019 13.647
H 13.654 -16.648 12.702
H 13.169 -18.345 12.810
H 13.343 -17.417 14.298
H 11.813 -16.975 11.207
C 13.996 -20.738 15.100
C 13.809 -19.860 16.374
C 12.791 -20.374 17.411
O 15.048 -19.920 16.947
H 14.280 -21.761 15.346
H 14.782 -20.372 14.439
H 13.059 -20.675 14.547
H 13.618 -18.822 16.102
H 12.794 -19.720 18.283
H 12.929 -21.405 17.738
H 11.775 -20.423 17.018
H 15.021 -19.249 17.634
C 18.917 -23.421 13.088
C 19.665 -22.314 13.891
C 19.007 -20.922 13.714
O 19.370 -22.684 15.203
H 17.842 -23.289 12.965
H 19.131 -24.386 13.548
H 19.288 -23.494 12.066
H 20.714 -22.359 13.597
H 18.557 -20.764 12.734
H 19.710 -20.094 13.807
H 18.254 -20.693 14.468
H 18.443 -22.534 15.404
C 12.069 -24.923 12.437
C 13.429 -25.592 12.618
C 14.431 -24.839 13.480
O 13.246 -26.929 13.157
H 11.477 -25.512 11.736
H 12.203 -23.898 12.091
H 11.534 -24.940 13.386
H 13.811 -25.637 11.598
H 14.258 -24.981 14.547
H 14.610 -23.788 13.254
H 15.404 -25.313 13.349
H 14.098 -27.360 13.250
C 17.304 -21.865 6.379
C 17.776 -23.305 6.559
C 19.248 -23.444 6.231
O 17.596 -23.640 7.948
H 17.358 -21.536 5.341
H 17.908 -21.180 6.974
H 16.248 -21.723 6.608
H 17.173 -23.962 5.932
H 19.555 -24.489 6.184
H 19.849 -22.885 6.947
H 19.343 -23.024 5.230
H 18.075 -24.425 8.225
*
```

Properties
Highest occupied orbital energy (spin up / spin down) = 0.6130 / -6.5978 eV
F_max = 3.819 eV Å⁻¹
Orbital gap (spin up / spin down) = 1.27 / 8.44 eV